No. 1
The following is a quantum chemistry calculation of the ion C6H10 with charge +1, from OMol25.

Summary:
Highest occupied orbital energy (alpha / beta) (Ha): -0.4776 / -0.5824
Lowest unoccupied orbital energy (alpha / beta) (Eh): -0.264 / -0.256
HOMO-LUMO gap (alpha / beta) (eV): 5.82 / 8.87
ΔE to the lowest compared entry with this formula, charge and spin (kcal/mol): 108.5

Structure (ORCA input):
```
! wB97M-V def2-TZVPD RIJCOSX def2/J DEFGRID3
* xyz 1 2
C -0.78059 0.74035 1.42862
C -0.42667 -0.16772 0.20937
C 0.92978 -0.69132 0.42937
C 2.05589 -0.37307 -0.51968
C -1.02077 0.30644 -1.07602
C -1.93948 -0.62258 -0.39749
H -0.70461 0.23900 2.40908
H -0.01957 1.55043 1.41039
H -1.78764 1.19531 1.34709
H 1.04555 -1.58333 1.04338
H 2.28994 0.67975 -0.70328
H 2.96644 -0.88295 -0.18768
H 1.87049 -0.82696 -1.50722
H -0.78344 1.36429 -1.17459
H -0.70783 -0.26763 -1.95235
H -2.98749 -0.65999 -0.75900
*
```


No. 2
The following is a quantum chemistry calculation of the molecule C4H7NO, from OMol25.

Summary:
SMILES string: CC(C)(O)C#N
Highest occupied orbital energy (Ha): -0.4065
Lowest unoccupied orbital energy (Eh): 0.025
HOMO-LUMO gap (eV): 11.75
ΔE to the lowest compared entry with this formula, charge and spin (kcal/mol): 48.4

Structure (ORCA input):
```
! wB97M-V def2-TZVPD RIJCOSX def2/J DEFGRID3
* xyz 0 1
C 0.36368 -0.85497 -1.29414
C 0.45596 -0.78430 1.02728
C 0.14019 1.37577 -0.34493
C -0.25733 -0.15075 -0.20115
N 0.65625 -1.48031 -2.19987
O -1.61180 -0.36155 -0.22022
H 0.48779 -0.19466 1.87513
H -0.14172 -1.58416 1.49362
H 1.43436 -1.31518 0.90838
H -0.71410 1.97655 0.11375
H 0.22924 1.41359 -1.39985
H 1.11358 1.62904 0.19659
H -2.15611 0.33093 0.04541
*
```


No. 3
The following is a quantum chemistry calculation of a structure of composition C12H23CdN2O2P2S, from OMol25.

Summary:
Highest occupied orbital energy (Ha): -0.3860
Lowest unoccupied orbital energy (Eh): -0.131
HOMO-LUMO gap (eV): 6.93
ΔE to the lowest compared entry with this formula, charge and spin (kcal/mol): 0.0

Structure (ORCA input):
```
! wB97M-V def2-TZVPD RIJCOSX def2/J DEFGRID3
* xyz 1 1
Cd 0.92230 -1.15725 1.08217
P 0.88480 1.33451 1.77847
C 1.18497 2.25803 0.17933
C 1.17258 1.41973 -1.06447
N 1.01472 0.07835 -0.99632
C 0.88819 -0.63678 -2.14282
C 1.24510 -0.08104 -3.36754
C 1.51698 1.28339 -3.44705
C 1.40800 2.05102 -2.28472
C 0.39629 -2.07305 -2.06466
P -0.66021 -2.34117 -0.57232
H 1.62171 3.12307 -2.29978
H 1.24427 -0.73702 -4.24822
H 1.87516 1.72178 -4.38671
H -0.16901 -2.36776 -2.96441
H 1.24316 -2.77363 -1.97230
H 0.63580 3.19303 0.11634
H 2.20264 2.65863 0.29794
H -3.38041 2.66038 -0.35749
O -3.06165 3.26324 -1.04938
H -2.66802 3.99255 -0.53764
H -3.45738 0.00102 1.94300
O -3.69714 0.59602 1.21790
H -3.74526 0.03337 0.42734
C -2.32869 -1.94361 -1.22101
H -2.56020 -2.55156 -2.11117
H -3.08404 -2.13790 -0.44303
H -2.37045 -0.87986 -1.49690
C -0.70641 -4.15703 -0.37401
H -1.44632 -4.39486 0.40602
H -0.97194 -4.68080 -1.30611
H 0.28016 -4.49691 -0.02605
C 2.60866 1.59235 2.28559
H 2.73439 2.67006 2.41977
H 2.85773 1.05816 3.20075
H 3.24861 1.25892 1.46128
C -0.08752 2.43562 2.86848
H -0.06837 2.05343 3.89733
H 0.33913 3.44641 2.87544
H -1.13975 2.48095 2.55410
S 1.58217 -3.93681 5.06500
C 1.32766 -3.00534 3.80812
N 1.16758 -2.31165 2.84972
*
```


No. 4
The following is a quantum chemistry calculation of a structure of composition C20H41AsN3O2Si3Zr, from OMol25.

Summary:
Highest occupied orbital energy (Ha): -0.6325
Lowest unoccupied orbital energy (Eh): -0.378
HOMO-LUMO gap (eV): 6.92
ΔE to the lowest compared entry with this formula, charge and spin (kcal/mol): 7.5

Structure (ORCA input):
```
! wB97M-V def2-TZVPD RIJCOSX def2/J DEFGRID3
* xyz 3 1
Zr -0.73754 0.41793 0.08754
O -1.84679 -1.01203 0.82456
N -1.43846 -1.57625 1.95813
N -0.53015 -0.91772 2.51554
O -0.11079 0.23313 1.96174
C 0.05482 -1.34504 3.75551
C -0.08792 -2.67300 4.14947
C 0.43836 -3.04450 5.36954
C 1.08636 -2.10732 6.17101
C 1.21732 -0.78765 5.75499
C 0.70618 -0.39395 4.53285
H -0.58733 -3.39040 3.51286
H 0.34328 -4.06910 5.70129
H 1.49300 -2.41280 7.12588
H 1.70554 -0.06094 6.38914
H 0.78823 0.63043 4.19823
C 3.00718 -2.79420 -3.38023
Si 2.60699 -3.36274 -1.68865
C 1.46126 -4.77527 -1.47914
C 3.80858 -3.04970 -0.33282
As 0.90434 -1.37860 -0.74341
Si -0.91690 -1.31594 -2.39028
C -0.32949 -1.19891 -4.13692
C -1.82915 -2.86548 -1.95921
C -2.13253 0.16456 -2.10015
Si 2.22860 0.63314 -0.83784
C 3.37212 0.80118 -2.27453
C 3.05207 0.71398 0.82330
C 0.99797 2.12245 -0.82507
H 3.93732 -3.27817 -3.70067
H 3.16264 -1.71709 -3.42715
H 2.23058 -3.07613 -4.09036
H 2.04018 -5.70121 -1.39331
H 0.79490 -4.88665 -2.33507
H 0.86971 -4.66932 -0.56939
H 4.41980 -3.94129 -0.16208
H 3.28146 -2.82619 0.59460
H 4.48192 -2.22514 -0.57337
H 0.15553 -2.12845 -4.43720
H 0.36858 -0.37770 -4.30721
H -1.19292 -1.05240 -4.79149
H -1.15318 -3.71939 -1.91211
H -2.58638 -3.08591 -2.71669
H -2.33088 -2.78084 -0.99523
H -1.70458 1.15485 -2.29944
H -2.68294 0.14419 -1.14112
H -2.91980 0.03075 -2.84535
H 4.12031 0.00655 -2.27494
H 3.90232 1.75396 -2.19569
H 2.84865 0.78468 -3.23252
H 3.56130 -0.21854 1.07513
H 2.34050 0.92801 1.62094
H 3.80686 1.50546 0.82658
H 0.25508 2.10354 -1.63432
H 1.57939 3.03492 -0.96909
H 0.52835 2.27119 0.16798
C -4.19491 4.70910 -0.99691
C -3.41209 4.55559 0.32276
C -2.45527 5.74567 0.54063
C -4.38528 4.41351 1.51120
C -2.60957 3.33823 0.23976
N -1.97906 2.37401 0.17743
H -4.84919 5.57333 -0.89192
H -4.81526 3.83554 -1.19722
H -3.53168 4.88322 -1.84368
H -3.04861 6.65840 0.50261
H -1.69533 5.80453 -0.23850
H -1.97248 5.69124 1.51575
H -4.93322 5.35066 1.60022
H -3.85671 4.23884 2.44799
H -5.10123 3.60919 1.34511
*
```


| no. | energy (eV) |
| --- | --- |
| 1 | -6369.994 |
| 2 | -7797.544 |
| 3 | -53864.537 |
| 4 | -115698.371 |